# 1
{
  "formula": "C17H38BNO8",
  "method": "ωB97M-V with the def2-TZVPD basis set",
  "lumo_energy_ev": -0.50,
  "e_above_lowest_kj_mol": 498.0,
  "e_tot_ev": -36782.4376,
  "smiles": "CCB(O)[C@H](CCCOC)OC(=O)CON=O.CCOCC.CCOCC",
  "homo_ev": -9.53,
  "gap_ev": 9.025,
  "symbols": ["O", "O", "O", "O", "O", "O", "O", "O", "N", "C", "C", "C", "C", "C", "C", "C", "C", "C", "C", "C", "C", "C", "C", "C", "C", "C", "B", "H", "H", "H", "H", "H", "H", "H", "H", "H", "H", "H", "H", "H", "H", "H", "H", "H", "H", "H", "H", "H", "H", "H", "H", "H", "H", "H", "H", "H", "H", "H", "H", "H", "H", "H", "H", "H", "H"],
  "xyz": [[-1.11241, -2.18672, -0.13351], [0.93139, -1.30401, 2.53903], [-1.11352, 3.63311, 1.89064], [1.75653, 3.05451, -3.49810], [1.80805, -5.72916, 3.26340], [-0.86329, 0.30301, 2.38632], [-5.90620, 1.85597, 1.23950], [-2.03154, -2.99553, -1.79428], [-1.87207, -3.22180, -0.58883], [-5.08003, 2.58641, 0.26590], [2.36952, -6.42156, 2.15293], [1.88479, 3.75364, 0.62569], [3.57155, -7.27808, 2.51773], [-3.65178, 1.78005, -0.05490], [2.66360, -4.81334, 3.94332], [0.54145, 2.73381, -5.61600], [-0.32866, -1.03728, 2.09546], [-2.93138, 1.22344, 1.30808], [3.86653, 2.05703, -4.28423], [2.53630, 1.86535, -3.57338], [-7.34303, 2.12320, 1.06014], [3.17863, -3.69390, 3.05357], [0.69491, 2.79937, 0.02489], [-1.11735, -2.26217, 1.34078], [1.37836, 3.64923, -4.73757], [-1.28863, 1.00984, 1.16317], [-0.55885, 2.51578, 1.05018], [2.73193, 1.55197, -2.54212], [-3.36435, 0.12505, 1.48567], [3.48973, -5.35061, 4.41873], [-7.47882, 3.17284, 0.54338], [-0.36039, 2.41156, -5.08455], [-1.00478, 0.40167, 0.19827], [1.95584, 1.06016, -4.03387], [-7.86233, 1.27766, 0.41397], [1.08842, 1.83514, -5.90852], [2.69955, 3.11380, 1.18463], [-5.65410, 2.68772, -0.75563], [3.30464, -8.00275, 3.29470], [-3.95634, 0.85524, -0.72586], [4.39889, -6.67621, 2.90372], [1.58217, -7.07265, 1.75776], [2.07291, -4.37492, 4.75349], [-4.81998, 3.68439, 0.65549], [0.24062, 3.25506, -6.53151], [3.73192, 2.35507, -5.32767], [3.79266, -4.07247, 2.23381], [4.45409, 2.84089, -3.79392], [1.52363, 4.59047, 1.36424], [0.29662, 3.32526, -0.96898], [2.34337, -3.14093, 2.61067], [2.61581, -5.71734, 1.35248], [1.18086, 1.78397, -0.34008], [-0.52934, -3.26337, 1.61561], [3.93385, -7.82067, 1.63994], [-7.90558, 2.20002, 2.10867], [4.44218, 1.12714, -4.27369], [-3.01220, 2.52473, -0.69143], [-2.22968, -2.41526, 1.68554], [2.44695, 4.23964, -0.30551], [-3.21566, 1.82553, 2.28631], [-1.75929, 4.11562, 1.26419], [0.78778, 4.53715, -4.49198], [2.26471, 4.00527, -5.27122], [3.79090, -2.99608, 3.63540]],
  "forces_ev_per_angstrom": [[0.14, 0.55, 2.28], [-8.53, 1.67, -2.81], [-0.43, -1.46, -3.40], [-0.09, 0.11, 0.13], [-0.19, -0.06, 0.00], [1.34, -3.60, -1.81], [-0.53, 1.07, -1.33], [0.09, -1.77, 3.90], [-0.29, 1.87, -5.16], [0.84, 0.19, -0.65], [0.04, -0.02, 0.14], [0.87, 0.05, -0.53], [0.12, 0.01, 0.16], [-1.40, -0.09, 0.37], [0.07, 0.09, -0.15], [-0.07, -0.11, -0.04], [6.32, 0.16, 2.30], [-0.14, -1.47, -0.14], [0.05, 0.15, -0.11], [0.09, 0.06, -0.03], [-0.78, 0.62, 0.06], [-0.06, 0.04, -0.18], [0.47, 0.03, -0.49], [0.07, -1.43, 1.38], [-0.02, -0.17, 0.03], [-1.86, 0.78, -0.86], [0.04, 1.18, 0.79], [-0.19, 0.23, -0.07], [0.82, 2.39, -0.32], [0.07, -0.03, -0.03], [0.13, -2.09, 0.89], [0.10, 0.08, -0.07], [-0.76, 0.96, 1.83], [0.02, -0.01, -0.09], [1.16, 1.74, 1.25], [0.00, 0.08, -0.06], [-1.75, 1.17, -1.02], [1.06, -0.15, 1.93], [0.00, 0.08, -0.14], [0.87, 1.93, 1.28], [-0.04, -0.04, -0.12], [-0.04, 0.20, 0.22], [-0.11, -0.21, -0.16], [-0.65, -2.28, -0.63], [0.04, -0.06, 0.15], [0.02, -0.11, 0.05], [0.10, -0.02, 0.09], [-0.08, -0.14, -0.02], [0.51, -1.67, -1.60], [0.65, -1.11, 2.02], [0.18, -0.07, 0.17], [0.11, 0.03, -0.01], [-1.02, 2.02, 0.68], [-1.11, 2.48, -0.29], [-0.06, 0.04, 0.07], [1.53, -0.36, -2.19], [-0.07, 0.09, 0.03], [-0.99, -1.41, 1.20], [2.20, 0.76, -0.47], [-1.22, -0.88, 2.14], [0.86, -1.00, -2.22], [1.47, -0.84, 1.58], [0.14, -0.14, 0.21], [0.02, -0.05, -0.07], [-0.13, -0.10, -0.07]],
  "lowdin_charge": [-0.135, -0.007, 0.000, -0.181, -0.170, -0.059, -0.264, 0.013, -0.020, -0.224, -0.283, -0.140, -0.084, -0.152, -0.273, -0.082, -0.169, -0.132, -0.080, -0.278, -0.127, -0.080, -0.166, -0.062, -0.275, -0.209, -0.258, 0.112, 0.126, 0.103, 0.095, 0.082, 0.153, 0.107, 0.105, 0.065, 0.083, 0.125, 0.082, 0.126, 0.065, 0.117, 0.119, 0.136, 0.079, 0.066, 0.065, 0.084, 0.082, 0.121, 0.050, 0.104, 0.108, 0.157, 0.076, 0.107, 0.078, 0.117, 0.146, 0.084, 0.142, 0.126, 0.118, 0.105, 0.083]
}

=====

# 2
{
  "formula": "C17H38F3N4O5P3",
  "method": "ωB97M-V with the def2-TZVPD basis set",
  "lumo_energy_ev": -0.99,
  "e_tot_ev": -70458.0513,
  "homo_ev": -4.64,
  "gap_ev": 3.651,
  "symbols": ["P", "P", "P", "F", "F", "F", "O", "O", "O", "O", "O", "N", "N", "N", "N", "C", "C", "C", "C", "C", "C", "C", "C", "C", "C", "C", "C", "C", "C", "C", "C", "C", "H", "H", "H", "H", "H", "H", "H", "H", "H", "H", "H", "H", "H", "H", "H", "H", "H", "H", "H", "H", "H", "H", "H", "H", "H", "H", "H", "H", "H", "H", "H", "H", "H", "H", "H", "H", "H", "H"],
  "xyz": [[2.37092, -0.70234, -1.45114], [1.78445, 2.21145, -2.78914], [3.21245, -2.06121, -2.95690], [-3.54955, 3.35361, 1.62824], [-2.51074, 1.54637, 1.91503], [-1.48998, 3.48837, 1.99574], [2.15597, -2.53226, -4.07765], [4.28999, -1.37535, -3.62400], [3.80612, -3.33669, -2.18457], [1.17682, 1.61941, 0.26967], [-4.79059, 3.25585, -1.66306], [2.40434, 3.31655, -1.87291], [0.69883, -0.32950, -1.87608], [-0.73105, 0.27153, -0.24384], [-0.76810, -1.97085, -0.91586], [-1.84756, -2.24709, 0.05023], [-2.40167, 2.76517, 1.36512], [-2.21494, 2.71176, -0.14288], [2.00441, 0.70402, 2.35699], [0.50543, 1.13510, -1.95131], [0.04062, 1.47509, -0.52148], [-5.58539, 3.22542, -0.57628], [4.34890, 1.73032, 2.58846], [-0.24496, -3.00001, -1.82670], [-0.26564, -4.40672, -1.23710], [-1.41063, -2.91200, 1.34752], [0.95311, 1.62155, 1.69246], [2.97855, 1.48323, 3.26195], [-0.23237, -2.21200, 2.02887], [-0.75133, 2.80370, -0.60131], [-0.28612, -0.78206, -1.01182], [-2.63713, -2.90734, 2.31477], [1.74930, -3.38505, -3.85424], [2.82648, 1.40272, -3.30534], [-5.10970, 2.88271, 0.36129], [5.16490, 1.43600, 3.24300], [-0.38451, 1.28244, -2.57418], [0.35474, -4.41092, -0.34433], [-2.76957, 1.86966, -0.54733], [-0.78833, 3.13187, -1.63549], [-1.14878, -3.95687, 1.22723], [-1.25481, -4.74815, -0.96237], [-0.51883, -1.18661, 2.25387], [-0.06779, -2.71620, 2.97454], [-3.48019, -2.43600, 1.81060], [3.41129, 3.22424, -1.81499], [-2.57210, -2.86841, -0.47057], [2.32858, -1.40880, -0.22003], [-2.39106, -1.35319, 0.32133], [-2.92775, -3.91356, 2.58458], [2.60571, 0.21964, 1.59402], [-1.73056, 0.32300, -0.44722], [0.67482, -2.26927, 1.42977], [4.48199, -3.74133, -2.75667], [0.21302, -5.08089, -1.93933], [1.13694, 2.63168, 2.05155], [-2.72709, 3.59132, -0.53221], [-6.04656, 4.19830, -0.25993], [-6.48655, 2.55462, -0.62136], [2.56071, 2.41610, 3.62016], [4.45615, 1.14421, 1.68130], [-0.86751, -3.00664, -2.71806], [4.49687, 2.78784, 2.40236], [1.46679, -0.07139, 2.89865], [-0.25670, 3.59410, -0.05253], [-0.06001, 1.35728, 1.97182], [1.08852, 2.79003, -3.87238], [0.77335, -2.77038, -2.07430], [-2.40080, -2.29266, 3.17582], [3.18590, 0.83552, 4.10996]],
  "forces_ev_per_angstrom": [[0.59, 0.76, 0.13], [1.56, 1.17, 1.01], [0.09, -0.83, -0.26], [-0.78, 0.62, 0.67], [0.78, -0.97, 0.65], [1.24, -0.02, 0.65], [-0.23, -0.62, 0.87], [1.00, 1.43, -0.68], [-0.92, -0.42, -0.03], [-0.56, -1.36, 0.35], [0.52, -0.11, -0.13], [-0.27, -0.13, -0.30], [1.19, -1.42, 0.15], [-1.21, -1.16, -0.30], [0.29, -0.39, -0.02], [-0.06, -0.83, -0.06], [-1.36, 0.43, -1.68], [0.87, 0.70, 0.36], [-0.54, 0.79, 0.15], [-0.57, 0.01, -0.47], [0.83, 2.30, -1.59], [-0.67, -0.11, 0.37], [-0.21, 0.24, 0.47], [-1.07, -1.04, 0.16], [0.57, 0.58, 0.45], [-0.26, -0.07, 1.08], [1.15, 0.04, 0.04], [0.71, -1.15, -0.19], [-0.60, -0.25, -0.23], [-1.29, -0.83, 0.42], [0.90, 2.26, 0.39], [0.34, 0.44, -0.95], [-0.05, 0.22, -0.27], [-0.79, -0.47, -0.42], [0.05, -0.19, 0.05], [0.06, -0.06, 0.14], [-0.03, -0.12, -0.05], [0.05, -0.15, 0.16], [-0.32, 0.14, -0.13], [0.06, 0.05, -0.17], [0.13, -0.09, -0.47], [-0.16, -0.16, -0.19], [0.26, 0.20, -0.10], [0.26, -0.06, 0.15], [-0.25, -0.06, 0.15], [-0.05, 0.09, 0.24], [-0.06, -0.14, -0.09], [-0.43, -0.37, -0.43], [0.17, 0.41, -0.19], [-0.03, -0.08, 0.29], [-0.15, -0.15, -0.24], [-0.07, 0.76, 0.99], [0.15, 0.22, 0.04], [0.05, 0.11, 0.27], [-0.21, -0.18, -0.19], [-0.19, 0.21, -0.14], [-0.46, -0.15, -0.19], [0.13, 0.14, -0.20], [0.02, -0.05, -0.35], [-0.21, 0.05, 0.14], [0.02, 0.16, -0.26], [0.08, 0.27, -0.29], [0.05, 0.11, -0.44], [0.14, -0.09, 0.23], [0.37, -0.12, 0.13], [-0.17, -0.21, -0.23], [-0.30, -0.64, 0.04], [0.16, 0.36, -0.10], [-0.14, -0.14, 0.31], [-0.17, 0.17, 0.38]],
  "lowdin_charge": [0.962, 0.741, 0.222, 0.140, 0.117, 0.154, -0.155, -0.303, -0.176, -0.102, -0.428, -0.283, -0.216, 0.200, 0.024, -0.092, -0.668, -0.059, -0.164, -0.377, -0.480, -0.496, -0.090, -0.163, -0.050, -0.386, -0.145, -0.231, -0.064, -0.051, -0.329, -0.032, 0.072, -0.005, 0.011, 0.064, 0.127, 0.081, 0.112, 0.117, 0.108, 0.080, 0.074, 0.091, 0.079, -0.030, 0.144, -0.047, 0.123, 0.079, 0.073, 0.144, 0.062, 0.096, 0.085, 0.122, 0.123, 0.041, 0.032, 0.100, 0.061, 0.142, 0.069, 0.088, 0.132, 0.100, 0.016, 0.037, 0.080, 0.096]
}